ORCA calculation (the ωB97M-V functional and the def2-TZVPD basis) on C14H22IMoN2O6Si as an isolated structure in a non-equilibrium geometry.

Structure (ORCA input):
```
! wB97M-V def2-TZVPD RIJCOSX def2/J DEFGRID3
* xyz 1 1
Mo 0.57 0.03 -0.53
O 0.03 -0.07 1.64
C -1.34 -0.16 2.09
C -2.01 -1.41 1.55
N -2.02 -1.41 0.10
C -1.70 -2.67 -0.54
C -0.19 -2.86 -0.61
O 0.39 -3.84 -0.25
O 0.43 -1.81 -1.14
C -2.98 -0.54 -0.52
C -2.37 0.80 -0.95
O -2.91 1.86 -1.01
O -1.06 0.65 -1.27
H 0.55 -0.75 2.10
H -1.82 0.76 1.73
H -1.34 -0.13 3.18
H -3.02 -1.49 1.97
H -1.45 -2.29 1.89
H -2.08 -2.66 -1.57
H -2.13 -3.54 -0.03
H -3.82 -0.30 0.14
H -3.40 -0.99 -1.42
I 3.09 4.36 2.94
C 1.86 3.92 1.33
C 1.27 4.91 0.56
C 0.46 4.54 -0.49
C 0.25 3.20 -0.75
N 0.82 2.24 -0.01
C 1.61 2.59 1.02
H 1.45 5.96 0.78
H -0.03 5.28 -1.11
H -0.40 2.87 -1.55
H 2.04 1.79 1.59
C 3.26 -1.90 2.08
Si 3.74 -0.94 0.55
C 4.16 -2.03 -0.89
C 4.95 0.42 0.88
O 2.27 -0.14 0.10
H 4.11 -2.44 2.48
H 2.49 -2.64 1.84
H 2.91 -1.24 2.87
H 5.05 -2.61 -0.68
H 4.34 -1.45 -1.79
H 3.34 -2.73 -1.08
H 5.94 0.00 1.07
H 4.68 1.01 1.76
H 5.04 1.09 0.03
*
```

HOMO (alpha / beta): -0.4326 / -0.4327 Ha
Lowest unoccupied orbital energy (alpha / beta): -4.372 / -4.371 eV
Kohn-Sham gap (alpha / beta): 7.400 / 7.403 eV
Strongest force on any atom: 1.558 eV/A

=====

ORCA calculation (the ωB97M-V functional and the def2-TZVPD basis) on C14H22InN7O8P3 as an isolated structure in a non-equilibrium geometry.

Structure (ORCA input):
```
! wB97M-V def2-TZVPD RIJCOSX def2/J DEFGRID3
* xyz 3 1
In 0.10 -0.44 0.25
C -3.15 3.12 -2.46
N -2.83 1.94 -1.64
C -3.75 1.17 -0.99
C -3.06 0.20 -0.33
N -1.73 0.39 -0.57
C -1.60 1.46 -1.37
P -0.04 2.13 -2.05
C 0.75 0.53 -2.50
N 1.01 -0.49 -1.68
C 1.62 -1.48 -2.42
C 1.75 -1.03 -3.70
N 1.20 0.23 -3.73
C 1.11 1.04 -4.96
C 0.80 2.42 -0.45
N 0.75 1.60 0.61
C 1.40 2.23 1.64
C 1.82 3.45 1.21
N 1.44 3.55 -0.10
C 1.71 4.73 -0.95
H -4.20 3.34 -2.37
H -2.92 2.93 -3.51
H -2.58 3.99 -2.12
H -4.81 1.36 -1.06
H -3.43 -0.61 0.28
H 1.94 -2.41 -1.98
H 2.17 -1.50 -4.57
H 0.40 0.58 -5.65
H 2.08 1.09 -5.43
H 0.78 2.04 -4.71
H 1.51 1.78 2.61
H 2.35 4.23 1.72
H 1.21 5.60 -0.53
H 1.36 4.55 -1.96
H 2.78 4.91 -0.97
C -0.72 -3.81 3.89
C 0.35 -3.30 2.94
O 1.64 -3.89 3.13
P -0.09 -3.56 1.15
O 1.23 -3.76 0.34
O -0.92 -4.87 1.16
O -0.82 -2.36 0.59
P 0.77 -1.51 3.03
O 1.47 -1.14 4.37
O 1.51 -1.14 1.77
O -0.53 -0.56 2.99
H -0.82 -4.89 3.77
H -1.69 -3.37 3.69
H -0.44 -3.59 4.93
H 1.60 -4.59 3.80
H 1.83 -4.46 0.62
H -1.55 -5.09 0.45
H 2.36 -1.48 4.55
O -1.46 -0.96 5.07
N -1.62 -0.31 4.19
*
```

HOMO: -0.6390 Ha
Lowest unoccupied orbital energy: -9.246 eV
Kohn-Sham gap: 8.143 eV
Strongest force on any atom: 1.814 eV/A

=====

ORCA calculation (the ωB97M-V functional and the def2-TZVPD basis) on a 5-piece molecular cluster, C14H22N2O12S3 overall in a non-equilibrium geometry.

Structure (ORCA input):
```
! wB97M-V def2-TZVPD RIJCOSX def2/J DEFGRID3
* xyz 0 1
O 0.72 -4.59 -3.82
S 1.77 -3.95 -4.59
O 1.76 -2.51 -4.86
O 3.32 -4.27 -4.01
C 4.27 -4.08 -5.01
C 3.62 -4.47 -6.38
O 2.32 -4.76 -6.00
H 4.65 -3.07 -4.82
H 5.07 -4.79 -4.81
H 4.05 -5.38 -6.80
H 3.69 -3.63 -7.07
O -1.42 2.03 -4.02
S -2.43 1.99 -2.96
O -2.97 3.24 -2.39
O -3.78 1.07 -3.27
C -4.42 0.73 -2.10
C -3.20 0.36 -1.22
O -2.02 1.04 -1.70
H -5.07 1.50 -1.69
H -5.07 -0.12 -2.28
H -3.00 -0.71 -1.24
H -3.18 0.42 -0.13
O 5.26 -0.30 2.61
S 5.15 0.90 1.77
O 5.80 2.17 2.14
O 5.22 0.45 0.12
C 4.45 1.22 -0.78
C 3.30 1.77 0.15
O 3.58 1.32 1.59
H 5.22 1.82 -1.27
H 4.17 0.55 -1.59
H 2.38 1.24 -0.09
H 3.30 2.82 -0.12
C -3.07 4.79 3.08
C -2.03 3.83 3.36
C -1.97 3.88 4.73
N -2.76 4.92 5.29
C -3.44 5.43 4.23
H -3.51 4.91 2.10
H -1.64 3.08 2.69
H -1.43 3.25 5.42
H -2.93 5.11 6.27
H -4.25 6.14 4.32
C -0.85 -2.00 3.78
C -2.10 -1.71 4.41
C -3.02 -2.60 3.86
N -2.42 -3.38 2.88
C -1.15 -2.94 2.74
H 0.02 -1.35 3.86
H -2.48 -1.02 5.15
H -4.02 -2.92 4.12
H -2.89 -4.11 2.38
H -0.54 -3.32 1.94
*
```

Energy above the lowest of the compared OMol25 structures with the same formula, charge and spin: 98.8 kcal/mol
HOMO: -0.3002 Ha
SMILES: O=S1(=O)OCCO1.O=S1(=O)OCCO1.O=S1(=O)OCCO1.c1cc[nH]c1.c1cc[nH]c1
Lowest unoccupied orbital energy: 0.076 eV
Kohn-Sham gap: 8.246 eV
Strongest force on any atom: 3.969 eV/A

=====

ORCA calculation (the ωB97M-V functional and the def2-TZVPD basis) on a 2-piece molecular cluster, C14H22N2O5 overall in a non-equilibrium geometry.

Structure (ORCA input):
```
! wB97M-V def2-TZVPD RIJCOSX def2/J DEFGRID3
* xyz 0 1
C -0.97 -1.60 -6.14
N -1.40 -0.75 -5.03
C -0.72 -0.54 -3.90
O 0.37 -1.06 -3.69
C -1.41 0.36 -2.85
N -2.68 -0.22 -2.37
C -3.83 -0.17 -3.05
C -5.04 -0.75 -2.37
O -3.92 0.33 -4.16
C -0.52 0.77 -1.65
C -0.18 -0.36 -0.67
O 0.68 1.33 -2.11
H -1.40 -2.59 -6.03
H -1.29 -1.17 -7.08
H 0.12 -1.69 -6.14
H -2.32 -0.31 -5.10
H -1.64 1.29 -3.37
H -2.69 -0.66 -1.47
H -5.20 -0.26 -1.41
H -5.91 -0.59 -3.00
H -4.89 -1.82 -2.21
H -1.05 1.54 -1.09
H 0.45 0.04 0.13
H 0.36 -1.16 -1.17
H -1.09 -0.76 -0.23
H 1.16 0.62 -2.55
C 2.80 2.18 6.32
C 2.69 1.14 5.22
C 2.65 1.55 3.88
C 2.56 0.60 2.85
O 2.52 0.98 1.54
C 2.51 -0.76 3.17
C 2.55 -1.17 4.51
C 2.64 -0.22 5.53
O 2.69 -0.64 6.84
H 2.07 1.97 7.11
H 2.60 3.18 5.93
H 3.80 2.16 6.75
H 2.69 2.60 3.63
H 2.57 1.94 1.46
H 2.44 -1.49 2.37
H 2.52 -2.23 4.74
H 2.69 -1.61 6.88
*
```

Energy above the lowest of the compared OMol25 structures with the same formula, charge and spin: 0.0 kcal/mol
HOMO: -0.2924 Ha
SMILES: CNC(=O)[C@@H](NC(C)=O)[C@@H](C)O.Cc1cc(O)ccc1O
Lowest unoccupied orbital energy: 0.641 eV
Kohn-Sham gap: 8.598 eV
Strongest force on any atom: 1.323 eV/A

=====

ORCA calculation (the ωB97M-V functional and the def2-TZVPD basis) on C14H22N4O2ReS3 as an isolated structure in a non-equilibrium geometry.

Structure (ORCA input):
```
! wB97M-V def2-TZVPD RIJCOSX def2/J DEFGRID3
* xyz 4 2
Re 0.31 0.18 0.03
C 0.54 -2.85 -1.49
C 2.00 -2.60 -1.18
S 2.28 -1.30 0.10
C 3.54 -0.22 -0.69
C 3.10 0.45 -1.97
S 1.51 1.36 -1.78
C 0.49 0.84 -3.20
C 0.26 -0.65 -3.30
S -0.48 -1.35 -1.75
H 0.05 -3.38 -0.67
H 0.46 -3.48 -2.38
H 2.59 -2.33 -2.05
H 2.43 -3.52 -0.77
H 4.43 -0.83 -0.86
H 3.78 0.50 0.09
H 3.02 -0.23 -2.82
H 3.84 1.20 -2.24
H 0.95 1.22 -4.12
H -0.45 1.38 -3.05
H 1.15 -1.22 -3.54
H -0.47 -0.83 -4.09
C -3.23 3.76 -0.56
O -2.10 3.70 0.30
C -1.25 2.74 0.37
O -1.30 1.64 -0.25
N -0.21 3.00 1.19
N 0.80 2.04 1.41
H -4.12 3.92 0.06
H -3.32 2.87 -1.19
H -3.13 4.67 -1.17
H -0.17 3.90 1.68
H 0.79 1.75 2.40
H 1.72 2.49 1.25
N -5.13 -1.56 3.17
C -4.00 -1.55 3.02
C -2.58 -1.53 2.91
C -1.82 -2.03 3.97
C -0.44 -1.95 3.86
C 0.12 -1.41 2.72
N -0.61 -0.94 1.69
C -1.94 -1.01 1.78
H -2.28 -2.47 4.84
H 0.20 -2.31 4.67
H 1.20 -1.37 2.63
H -2.53 -0.64 0.95
*
```

Energy above the lowest of the compared OMol25 structures with the same formula, charge and spin: 13.0 kcal/mol
HOMO (alpha / beta): -0.7979 / -0.7981 Ha
Lowest unoccupied orbital energy (alpha / beta): -17.403 / -16.856 eV
Kohn-Sham gap (alpha / beta): 4.310 / 4.861 eV
Strongest force on any atom: 2.864 eV/A

=====

ORCA calculation (the ωB97M-V functional and the def2-TZVPD basis) on C14H22O5PRu as an isolated structure in a non-equilibrium geometry.

Structure (ORCA input):
```
! wB97M-V def2-TZVPD RIJCOSX def2/J DEFGRID3
* xyz 2 6
O 1.71 5.50 -2.18
C 1.42 4.39 -2.16
Ru 0.41 -0.50 -2.31
C 1.70 -1.90 -1.82
O 2.43 -2.77 -1.59
C -0.56 -1.83 -3.25
O -1.14 -2.65 -3.84
C 1.68 0.34 -3.48
O 2.47 0.82 -4.18
C -0.97 0.83 -2.67
O -1.80 1.60 -2.94
H 1.07 2.80 -2.21
C 2.45 0.68 0.26
C 1.49 -0.27 0.97
C 1.37 0.08 2.45
P -0.11 -0.42 0.03
C -0.86 -2.06 0.44
C -0.79 -2.45 1.91
C -2.28 -2.17 -0.13
C -1.25 0.93 0.58
C -1.88 0.76 1.97
C -0.61 2.31 0.45
H 2.11 1.73 0.33
H 2.57 0.43 -0.80
H 3.44 0.61 0.75
H 1.91 -1.29 0.90
H 1.05 1.12 2.61
H 0.71 -0.59 3.01
H 2.37 -0.01 2.90
H -0.22 -2.77 -0.12
H -1.34 -1.75 2.56
H -1.27 -3.44 2.03
H 0.24 -2.54 2.27
H -2.30 -2.01 -1.21
H -2.66 -3.18 0.07
H -2.97 -1.45 0.35
H -2.07 0.87 -0.16
H -1.13 0.70 2.76
H -2.51 1.63 2.18
H -2.53 -0.12 2.03
H -0.10 2.44 -0.52
H -1.40 3.07 0.51
H 0.11 2.52 1.25
*
```

HOMO (alpha / beta): -0.4939 / -0.6451 Ha
Lowest unoccupied orbital energy (alpha / beta): -7.053 / -11.899 eV
Kohn-Sham gap (alpha / beta): 6.386 / 5.654 eV
Strongest force on any atom: 8.639 eV/A

=====

ORCA calculation (the ωB97M-V functional and the def2-TZVPD basis) on C14H22S5Ti as an isolated structure in a non-equilibrium geometry.

Structure (ORCA input):
```
! wB97M-V def2-TZVPD RIJCOSX def2/J DEFGRID3
* xyz 2 1
Ti 0.16 0.28 0.06
C -2.33 -0.66 2.46
C -1.93 0.81 2.52
S -1.92 1.47 0.83
C -1.29 3.24 1.19
C -0.68 3.91 -0.02
S 0.49 2.75 -0.83
C 4.04 0.96 -1.22
C 3.65 1.46 -2.43
S 1.94 -1.04 0.95
C 1.33 -2.55 1.83
C -0.07 -2.22 2.44
S -1.20 -1.55 1.28
H -3.27 -0.81 2.00
H -2.32 -1.17 3.42
H -0.91 0.90 2.90
H -2.65 1.41 3.09
H -0.54 3.24 2.00
H -2.15 3.85 1.56
H 0.01 4.71 0.16
H -1.45 4.05 -0.77
H 4.14 -0.12 -1.01
H 4.49 1.55 -0.38
H 3.44 0.75 -3.16
H 3.60 2.50 -2.74
H 2.09 -2.72 2.60
H 1.27 -3.44 1.24
H 0.21 -1.57 3.29
H -0.47 -3.17 2.84
C -1.60 -2.69 -2.31
C -0.21 -2.83 -2.41
C 0.61 -1.72 -2.21
C 0.05 -0.41 -2.13
C -1.34 -0.26 -2.07
C -2.17 -1.42 -2.03
H -2.16 -3.57 -2.55
H 0.32 -3.72 -2.61
H 1.71 -1.86 -2.15
H 0.66 0.42 -2.39
H -1.87 0.67 -2.17
H -3.23 -1.40 -1.85
S 1.56 1.99 0.75
*
```

Energy above the lowest of the compared OMol25 structures with the same formula, charge and spin: 7.3 kcal/mol
HOMO: -0.5489 Ha
Lowest unoccupied orbital energy: -8.254 eV
Kohn-Sham gap: 6.681 eV
Strongest force on any atom: 3.287 eV/A

=====

ORCA calculation (the ωB97M-V functional and the def2-TZVPD basis) on C14H23BBrO17P as an isolated structure in a non-equilibrium geometry.

Structure (ORCA input):
```
! wB97M-V def2-TZVPD RIJCOSX def2/J DEFGRID3
* xyz 0 1
C 1.53 2.70 -0.10
C 0.12 2.12 -0.33
B -1.04 3.11 0.02
O -0.87 4.22 0.75
O -2.39 2.81 -0.43
P -2.98 1.51 0.20
O -2.79 1.44 1.63
O -4.53 1.49 -0.15
O -2.38 0.22 -0.59
Br -1.98 -1.18 0.54
H 2.25 1.92 -0.28
H 1.72 3.59 -0.69
H 1.57 2.99 0.95
H 0.01 1.67 -1.31
H 0.02 1.29 0.38
H -1.73 4.49 1.08
H -4.66 1.64 -1.10
C -5.93 -0.97 1.99
C -5.23 -1.24 3.30
O -5.61 -2.59 3.58
C -5.92 -3.19 2.40
O -6.12 -4.35 2.26
O -5.99 -2.27 1.40
H -5.37 -0.28 1.36
H -6.94 -0.59 2.12
H -4.15 -1.18 3.22
H -5.56 -0.57 4.09
C 0.43 -2.29 4.08
C 1.34 -1.42 4.91
O 2.14 -0.77 3.92
C 1.45 -0.78 2.76
O 1.76 -0.18 1.78
O 0.35 -1.56 2.85
H -0.55 -2.42 4.52
H 0.86 -3.27 3.88
H 0.80 -0.66 5.48
H 1.97 -1.99 5.60
C 2.03 1.23 -3.77
C 2.39 1.50 -5.21
O 2.00 2.88 -5.36
C 2.01 3.45 -4.13
O 1.90 4.62 -3.93
O 2.16 2.52 -3.16
H 2.69 0.51 -3.29
H 1.00 0.89 -3.65
H 3.46 1.41 -5.40
H 1.85 0.87 -5.91
C 4.72 -3.09 -1.76
C 3.78 -1.93 -1.48
O 3.94 -1.12 -2.66
C 4.38 -1.93 -3.66
O 4.45 -1.59 -4.80
O 4.73 -3.15 -3.19
H 4.37 -4.02 -1.33
H 5.74 -2.89 -1.41
H 2.74 -2.25 -1.41
H 4.04 -1.37 -0.59
*
```

HOMO: -0.3965 Ha
Lowest unoccupied orbital energy: -1.121 eV
Kohn-Sham gap: 9.669 eV
Strongest force on any atom: 1.282 eV/A